Entry 1:
Entry from the OMol25 dataset: ClH2O2PS2 in the gas phase (the ωB97M-V functional and the def2-TZVPD basis).

The geometry in ORCA input format:
```
! wB97M-V def2-TZVPD RIJCOSX def2/J DEFGRID3
* xyz 0 1
Cl -2.1215 0.0431 -1.0739
S -1.5998 0.2575 2.1536
S -0.9969 -0.4462 0.5255
P 1.1623 0.5746 -1.0582
O 0.3663 0.4314 0.3795
O -0.7064 -1.8145 0.3835
H 1.8891 1.5199 -0.5182
H 2.0069 -0.5658 -0.7918
*
```

ΔE to the lowest compared entry with this formula, charge and spin, eV: 4.117
E_tot, hartree: -1749.53267

Entry 2:
Entry from the OMol25 dataset: a molecular structure, ClH2OP (the ωB97M-V functional and the def2-TZVPD basis).

The geometry in ORCA input format:
```
! wB97M-V def2-TZVPD RIJCOSX def2/J DEFGRID3
* xyz 0 1
Cl -0.2067 1.8480 -0.0590
P 0.1111 0.0980 0.8330
O -0.9490 -0.8097 -0.0003
H 1.7439 -0.1988 0.2155
H -0.6993 -0.9375 -0.9892
*
```

ΔE to the lowest compared entry with this formula, charge and spin, eV: 0.803
E_tot, hartree: -877.97723

Entry 3:
Entry from the OMol25 dataset: 18 unconnected molecules or ions with the total composition ClH34O21 (the ωB97M-V functional and the def2-TZVPD basis).

The geometry in ORCA input format:
```
! wB97M-V def2-TZVPD RIJCOSX def2/J DEFGRID3
* xyz -1 1
Cl -0.3173 -0.0707 0.0523
O 1.7634 -2.8306 -1.8897
O -1.2257 -2.4181 -2.0071
O 1.2414 1.7919 -1.9854
O -3.5161 2.0401 -1.0312
O -0.5829 -4.1295 0.2106
O -2.2208 2.0088 1.7982
O 2.5665 -0.5397 1.7220
O 2.2216 1.6514 3.3921
O -3.6066 -0.5702 1.0791
O -0.9930 3.3036 -0.6426
O -1.0721 0.9570 -3.5668
O -1.1997 0.5596 -0.9860
O 1.1820 -0.7556 -3.5745
O -2.4523 -2.6374 2.6277
O -1.0949 -1.1271 0.8372
O 3.4644 -0.4441 -0.8345
O 1.9053 3.3509 0.7878
O 0.2713 0.9849 0.9727
O -0.8445 0.0120 3.5556
O 0.8758 -0.7353 -0.5794
O 1.8161 -2.9504 1.0574
H 1.1797 -0.2052 -2.7856
H -1.3816 3.4218 -1.5209
H -0.1388 -0.6290 3.6624
H -2.0068 -2.3890 1.8247
H -3.3595 2.8290 -0.5297
H 3.2766 0.0513 1.3856
H -2.6351 1.6293 -1.0393
H 0.0764 -3.5915 0.5916
H -0.3639 0.2756 -3.7127
H 1.2868 2.1181 -2.8803
H -0.9244 -3.6084 -0.4993
H 2.5225 -0.3621 -0.7051
H -2.6458 1.2014 1.5384
H -1.1804 0.9843 -2.6654
H 2.0974 0.0692 2.3130
H -1.5296 2.1536 1.1635
H 3.9725 0.2716 -0.3950
H -2.6908 -0.8128 1.1192
H -2.7681 -3.5359 2.5744
H 1.1997 3.7576 1.3076
H -0.5195 0.4820 2.7823
H -1.1056 4.0882 -0.0921
H 1.7934 -0.3084 -4.1791
H -1.2932 -1.5898 -1.5308
H -3.6946 -0.5249 0.1199
H 2.0523 -2.0127 1.0933
H 2.3491 -3.3254 0.3380
H 1.7852 2.2460 2.7883
H -2.0469 -2.7993 -2.3183
H 1.9152 -2.2295 -2.5824
H 0.8800 2.4669 -1.4052
H 1.4787 2.5566 0.5419
H 2.8569 2.1398 3.9236
H 1.3804 -2.2698 -1.2219
*
```

ΔE to the lowest compared entry with this formula, charge and spin, eV: 1.676
E_tot, hartree: -2060.41116

Entry 4:
Entry from the OMol25 dataset: ClH3N2 in the gas phase (the ωB97M-V functional and the def2-TZVPD basis).

The geometry in ORCA input format:
```
! wB97M-V def2-TZVPD RIJCOSX def2/J DEFGRID3
* xyz 0 1
Cl -0.3143 -0.9509 -2.0494
N 0.3094 0.1562 0.2106
N -0.0971 -1.0865 -0.3539
H -1.0007 -1.2151 0.0881
H 0.0071 0.9976 -0.2642
H 1.2915 -0.0206 0.1986
*
```

ΔE to the lowest compared entry with this formula, charge and spin, eV: 0.000
E_tot, hartree: -571.42573

Entry 5:
Entry from the OMol25 dataset: 2 unconnected molecules or ions with the total composition ClH3NO2P (the ωB97M-V functional and the def2-TZVPD basis).

The geometry in ORCA input format:
```
! wB97M-V def2-TZVPD RIJCOSX def2/J DEFGRID3
* xyz 0 1
Cl 1.4289 -1.8226 -0.6819
P 2.1562 0.0712 -0.6309
O 2.1416 0.3483 0.7842
O -0.7873 0.9022 -0.9869
N -1.1425 0.2592 0.2046
H -2.0179 0.5195 0.7043
H -0.2692 0.3465 0.7022
H -1.5098 -0.6243 -0.0955
*
```

ΔE to the lowest compared entry with this formula, charge and spin, eV: 3.869
E_tot, hartree: -1008.51084

Entry 6:
Entry from the OMol25 dataset: 2 unconnected molecules or ions with the total composition ClH3OSi (the ωB97M-V functional and the def2-TZVPD basis).

The geometry in ORCA input format:
```
! wB97M-V def2-TZVPD RIJCOSX def2/J DEFGRID3
* xyz 0 1
Cl -3.4546 0.3216 0.0295
Si 1.3220 -0.0741 0.0379
O -0.1405 0.4943 0.1198
H 2.0007 -0.9295 -0.9095
H -2.1902 0.2329 -0.1913
H 2.4626 -0.0452 0.9136
*
```

ΔE to the lowest compared entry with this formula, charge and spin, eV: 3.181
E_tot, hartree: -826.68807

Entry 7:
Entry from the OMol25 dataset: ClH4N2OP in the gas phase (the ωB97M-V functional and the def2-TZVPD basis).

The geometry in ORCA input format:
```
! wB97M-V def2-TZVPD RIJCOSX def2/J DEFGRID3
* xyz 0 1
Cl -2.3418 -0.6447 0.0907
P -0.2114 0.4699 -0.0425
O -0.5098 1.8718 -0.2431
N 0.4796 -0.3285 -1.3151
N 0.6972 0.1241 1.2841
H 0.4792 0.7425 2.0533
H 0.0004 -0.0727 -2.1694
H 0.5690 -1.3280 -1.2190
H 0.8377 -0.8345 1.5610
*
```

ΔE to the lowest compared entry with this formula, charge and spin, eV: 0.117
E_tot, hartree: -988.78663

Entry 8:
Entry from the OMol25 dataset: 2 unconnected molecules or ions with the total composition ClH4NSi (the ωB97M-V functional and the def2-TZVPD basis).

The geometry in ORCA input format:
```
! wB97M-V def2-TZVPD RIJCOSX def2/J DEFGRID3
* xyz 0 1
Cl 1.7153 -1.7541 -0.6092
Si -0.9816 0.4382 0.2998
N 1.3073 -0.1921 -0.8750
H -1.9161 1.2222 -0.7192
H -0.5931 1.1530 1.4817
H 1.6326 0.2940 -0.0538
H -1.1644 -1.1612 0.4757
*
```

ΔE to the lowest compared entry with this formula, charge and spin, eV: 6.160
E_tot, hartree: -806.67206

Entry 9:
Entry from the OMol25 dataset: 2 unconnected molecules or ions with the total composition ClH4NSi (the ωB97M-V functional and the def2-TZVPD basis).

The geometry in ORCA input format:
```
! wB97M-V def2-TZVPD RIJCOSX def2/J DEFGRID3
* xyz 0 1
Cl 2.2226 -0.2211 0.1874
Si 0.3306 -0.5790 -0.1248
N -0.6381 0.8090 -0.1365
H -0.1584 -0.9576 -1.4777
H 0.1510 -1.3470 1.7737
H -0.4992 1.4397 0.6025
H -1.4086 0.8561 -0.8246
*
```

ΔE to the lowest compared entry with this formula, charge and spin, eV: 2.025
E_tot, hartree: -806.82400

Entry 10:
Entry from the OMol25 dataset: 2 unconnected molecules or ions with the total composition ClH4PSi (the ωB97M-V functional and the def2-TZVPD basis).

The geometry in ORCA input format:
```
! wB97M-V def2-TZVPD RIJCOSX def2/J DEFGRID3
* xyz 0 1
Cl 2.4751 -0.6961 -3.9588
P -1.7644 0.5720 1.2879
Si 1.3620 -0.8153 -2.2614
H -1.6440 -0.5011 2.2517
H -2.4579 1.4592 2.2404
H 2.5030 -0.9935 -1.1490
H -0.4739 0.9748 1.5891
*
```

ΔE to the lowest compared entry with this formula, charge and spin, eV: 2.143
E_tot, hartree: -1093.37220

Entry 11:
Entry from the OMol25 dataset: a molecular structure, ClH50O25Zn (the ωB97M-V functional and the def2-TZVPD basis).

The geometry in ORCA input format:
```
! wB97M-V def2-TZVPD RIJCOSX def2/J DEFGRID3
* xyz 1 1
Zn 0.0484 0.2312 0.2188
Cl 0.9708 -1.8496 0.8338
O 1.1355 -4.4140 -1.5212
O 4.1582 3.0555 1.4426
O 1.8191 1.0873 0.1803
O -2.1265 -3.9052 -0.8022
O -4.1959 2.2554 0.3064
O -0.0154 -5.0067 1.9428
O 0.0976 3.8889 0.2545
O -2.3588 -3.0995 1.7107
O -0.0791 -0.5391 4.5293
O -1.4647 1.8111 -0.3438
O 5.2010 0.8555 -0.2865
O 3.3526 0.5740 2.4053
O 1.4225 1.9909 -4.3195
O 3.6616 -1.3420 -0.9213
O -4.6750 -0.4086 0.2767
O 0.3414 -1.5869 -4.0370
O -3.3390 -0.1795 -2.9094
O -1.0896 3.1597 -3.6134
O 2.6832 -3.6047 3.1839
O -0.2333 -0.0778 -1.7164
O 3.6709 0.7581 -3.2336
O -0.1906 0.8474 2.2492
O -2.0727 -0.6095 0.6009
O -2.8224 4.6073 1.4155
O -1.5300 1.8244 5.1743
H -1.8773 4.4560 1.4094
H 0.9326 -2.1952 -4.4804
H -2.2144 -1.4945 0.9368
H -0.4216 1.6751 2.6708
H 3.3935 -3.0852 2.8074
H 4.0290 2.1266 1.6344
H -3.3240 -1.0703 -2.5596
H -2.0740 -3.3929 -1.6091
H -2.2462 -3.2642 0.7745
H 4.0743 0.3355 2.9871
H -3.6396 -0.2814 -3.8125
H -1.8075 3.2503 -4.2400
H 0.1863 -4.1540 1.5573
H -3.2056 3.7360 1.3149
H 2.6284 0.7648 0.5769
H 3.7219 -1.8588 -1.7247
H -0.3259 -0.9077 5.3776
H 3.4751 -0.1387 -3.5050
H -0.9602 2.5503 4.9200
H 3.0259 -1.8114 -0.3811
H -2.3936 2.0278 -0.2638
H -1.0239 1.0385 4.9685
H -2.9516 -0.2380 0.5248
H 0.4087 -3.8027 -1.4019
H 1.4798 2.2370 -5.2428
H 0.3133 4.4181 1.0224
H -0.9312 0.4255 -2.1358
H 3.3252 3.4664 1.6740
H 1.9021 -3.3251 2.7063
H -0.6841 4.0263 -3.5860
H -4.8148 -0.4096 1.2236
H -1.7902 -4.7682 -1.0435
H 5.8443 0.2429 0.0702
H 0.3106 4.4499 -0.4912
H 2.8606 1.2406 -3.3970
H 0.5575 2.2941 -4.0436
H -0.5180 -5.4624 1.2676
H 2.0825 1.8747 -0.2960
H 0.2658 -0.4485 -2.4442
H 0.1961 0.3213 2.9491
H -5.4205 -0.8941 -0.0765
H -4.6526 1.4280 0.4585
H -1.0183 2.6577 -0.3263
H -4.6038 2.6133 -0.4821
H -0.4822 -1.1236 3.8873
H 4.5530 0.2987 -0.7181
H -1.9983 -3.8775 2.1362
H -0.3804 -1.4616 -4.6531
H 1.0912 -4.6622 -2.4446
H 2.7325 -0.1510 2.4826
*
```

E_tot, hartree: -4150.40678

Entry 12:
Entry from the OMol25 dataset: 2 unconnected molecules or ions with the total composition ClH5N2Si (the ωB97M-V functional and the def2-TZVPD basis).

The geometry in ORCA input format:
```
! wB97M-V def2-TZVPD RIJCOSX def2/J DEFGRID3
* xyz 0 1
Cl 3.9427 -0.5967 0.5731
Si 2.0327 0.0674 0.3606
N 0.9994 0.2297 -0.8777
N -2.4337 -0.3643 0.0952
H -3.2084 0.1387 -0.1541
H -2.1363 0.1020 0.9660
H 1.3466 0.3019 1.5552
H 1.1592 0.2756 -1.8759
H -1.7020 -0.1543 -0.6424
*
```

ΔE to the lowest compared entry with this formula, charge and spin, eV: 2.604
E_tot, hartree: -862.19467

Question: What is the formula in the seventh record?
Answer: ClH4N2OP

Question: Number 2 is which compound?
Answer: ClH2OP

Repeat the ninth record exactly.
Entry from the OMol25 dataset: 2 unconnected molecules or ions with the total composition ClH4NSi (the ωB97M-V functional and the def2-TZVPD basis).

The geometry in ORCA input format:
```
! wB97M-V def2-TZVPD RIJCOSX def2/J DEFGRID3
* xyz 0 1
Cl 2.2226 -0.2211 0.1874
Si 0.3306 -0.5790 -0.1248
N -0.6381 0.8090 -0.1365
H -0.1584 -0.9576 -1.4777
H 0.1510 -1.3470 1.7737
H -0.4992 1.4397 0.6025
H -1.4086 0.8561 -0.8246
*
```

ΔE to the lowest compared entry with this formula, charge and spin, eV: 2.025
E_tot, hartree: -806.82400